Version a
# C12H18N2

C12H18N2 as an isolated structure (ωB97M-V/def2-TZVPD, the Open Molecules 2025 dataset).

Geometry as ORCA input:
```
! RIJCOSX wB97M-V def2-TZVPD def2/J DEFGRID3
* xyz 0 1
C -2.46 0.70 -2.01
C -1.18 0.36 -2.69
C -0.67 -0.84 -1.99
C -0.25 -0.50 -0.70
C 1.08 -0.03 -0.56
C 1.38 0.29 0.78
C 2.53 1.17 1.14
C 2.48 0.73 2.68
C 0.53 -0.05 1.83
C -0.60 -0.85 1.66
C -0.86 -1.19 0.45
C -2.11 -1.99 0.13
H -2.90 1.81 -2.22
H -3.14 -0.14 -2.87
H -2.53 0.40 -0.77
H -1.70 0.10 -3.82
H -0.34 2.26 -3.35
H -0.38 1.74 -1.77
H -1.31 -1.62 -2.04
H 0.35 -1.16 -2.50
H 1.83 0.34 -1.34
H 2.11 2.31 0.94
H 3.51 0.88 0.75
H 2.98 1.67 3.18
H 3.14 -0.18 3.01
H 0.95 -0.29 3.62
H -0.92 -1.50 2.67
H -2.82 -1.20 -0.31
H -1.69 -2.61 -0.91
H -2.45 -2.66 1.14
N -0.21 1.43 -2.70
N 1.09 0.44 3.02
*
```

## Properties
Gap between HOMO and LUMO   8.22 eV

Version b
# C12H18N2

A single C12H18N2 molecule (ωB97M-V/def2-TZVPD, the Open Molecules 2025 dataset).

Geometry as ORCA input:
```
! RIJCOSX wB97M-V def2-TZVPD def2/J DEFGRID3
* xyz 0 1
C -3.34 -0.14 -1.11
C -2.92 -0.84 0.06
C -1.99 0.16 0.98
C -0.50 0.06 0.55
C 0.38 -1.05 0.45
C 1.74 -0.79 -0.03
C 2.92 -1.77 0.05
C 4.05 -0.67 0.06
C 2.18 0.48 -0.46
C 1.35 1.57 -0.35
C 0.03 1.51 0.30
C -0.89 2.60 0.05
H -3.55 -0.96 -2.14
H -4.36 0.53 -0.95
H -2.42 0.74 -1.33
H -3.68 -0.92 0.79
H -2.63 -2.61 -0.94
H -1.20 -1.88 -0.56
H -2.34 1.27 1.44
H -2.36 -0.43 1.94
H 0.01 -1.98 1.08
H 3.03 -2.69 -0.60
H 3.00 -2.01 1.17
H 5.03 -1.08 -0.49
H 4.03 -0.18 1.23
H 4.05 1.31 -0.14
H 1.93 2.56 -0.44
H -2.07 2.25 -0.44
H -0.83 3.22 1.12
H -0.14 3.28 -0.37
N -2.05 -2.10 -0.25
N 3.53 0.58 -0.66
*
```

## Properties
Gap between HOMO and LUMO   8.39 eV

Name the least stable of them. version b.